{
  "formula": "C10H24O2Si",
  "method": "ωB97M-V/def2-TZVPD",
  "elements": ["C", "C", "C", "C", "O", "Si", "C", "C", "O", "C", "C", "C", "C", "H", "H", "H", "H", "H", "H", "H", "H", "H", "H", "H", "H", "H", "H", "H", "H", "H", "H", "H", "H", "H", "H", "H", "H"],
  "xyz": [[3.117, -0.064, 1.549], [1.700, -0.625, 1.389], [1.596, -1.523, 0.158], [1.262, -1.366, 2.699], [0.795, 0.480, 1.241], [0.250, 1.156, -0.163], [-0.763, 2.622, 0.298], [1.652, 1.872, -1.132], [-0.504, 0.097, -1.212], [-1.870, -0.404, -1.140], [-1.866, -1.439, -2.257], [-2.178, -1.051, 0.168], [-2.895, 0.739, -1.403], [3.823, -0.866, 1.826], [3.172, 0.753, 2.308], [3.388, 0.364, 0.590], [0.651, -2.121, 0.250], [2.445, -2.220, 0.130], [1.648, -1.001, -0.801], [1.506, -0.707, 3.531], [1.805, -2.318, 2.765], [0.182, -1.552, 2.624], [-1.646, 2.378, 0.874], [-1.079, 3.177, -0.594], [-0.186, 3.255, 0.939], [2.084, 2.747, -0.645], [2.455, 1.162, -1.373], [1.245, 2.171, -2.095], [-1.578, -0.982, -3.218], [-1.083, -2.192, -2.112], [-2.805, -1.957, -2.358], [-3.161, -1.498, 0.101], [-2.155, -0.356, 0.990], [-1.463, -1.795, 0.418], [-2.852, 1.501, -0.624], [-2.770, 1.209, -2.372], [-3.921, 0.356, -1.348]],
  "nbo_charge": [-0.63, 0.28, -0.64, -0.62, -0.93, 2.16, -1.18, -1.19, -0.93, 0.27, -0.62, -0.64, -0.63, 0.21, 0.22, 0.21, 0.21, 0.21, 0.23, 0.22, 0.21, 0.21, 0.24, 0.24, 0.25, 0.24, 0.23, 0.24, 0.22, 0.21, 0.20, 0.22, 0.21, 0.21, 0.21, 0.22, 0.21],
  "largest_force_ev_per_a": 1.52,
  "spin_multiplicity": 1,
  "relative_energy_ev": 0.000,
  "energy_ev": -22735.257,
  "total_charge": 0,
  "homo_lumo_gap_ev": 10.6
}

=====

{
  "formula": "C10H24P2",
  "method": "ωB97M-V/def2-TZVPD",
  "elements": ["C", "C", "C", "C", "C", "C", "C", "C", "C", "C", "P", "P", "H", "H", "H", "H", "H", "H", "H", "H", "H", "H", "H", "H", "H", "H", "H", "H", "H", "H", "H", "H", "H", "H", "H", "H"],
  "xyz": [[-0.273, -0.571, -0.165], [0.338, 0.479, 0.378], [-1.239, -0.536, -1.219], [1.194, 0.413, 1.572], [1.245, -2.738, 1.108], [-1.704, -2.434, 1.929], [-0.834, -3.478, -0.763], [-0.572, 3.450, 0.467], [2.122, 2.853, -0.656], [-0.190, 2.307, -2.299], [-0.457, -2.289, 0.644], [0.376, 2.299, -0.658], [-1.133, -1.219, -2.140], [-2.224, -0.784, -0.782], [-1.361, 0.425, -1.698], [0.853, -0.414, 2.167], [1.329, 1.324, 2.030], [2.266, 0.321, 1.315], [1.570, -3.691, 0.921], [1.277, -2.507, 2.205], [2.118, -2.188, 0.665], [-2.518, -1.781, 1.307], [-1.754, -1.865, 2.914], [-2.162, -3.376, 2.044], [0.026, -3.269, -1.455], [-1.815, -3.458, -1.109], [-0.618, -4.495, -0.431], [-1.641, 3.548, 0.304], [-0.308, 4.487, 0.194], [-0.295, 3.185, 1.491], [2.552, 2.872, 0.299], [1.963, 3.886, -1.071], [2.815, 2.333, -1.224], [-1.164, 1.843, -2.521], [0.523, 1.853, -3.024], [-0.304, 3.213, -2.741]],
  "nbo_charge": [-0.28, -0.09, -0.67, -0.68, -0.99, -0.99, -0.89, -0.94, -0.93, -1.05, 1.48, 1.46, 0.26, 0.24, 0.23, 0.23, 0.25, 0.26, 0.28, 0.27, 0.29, 0.27, 0.32, 0.30, 0.27, 0.27, 0.28, 0.29, 0.28, 0.27, 0.27, 0.27, 0.28, 0.29, 0.30, 0.30],
  "largest_force_ev_per_a": 4.82,
  "spin_multiplicity": 1,
  "energy_ev": -29319.185,
  "total_charge": 2,
  "homo_lumo_gap_ev": 10.6
}

=====

{
  "formula": "C10H25CaF6N6O4S2",
  "method": "ωB97M-V/def2-TZVPD",
  "elements": ["Ca", "N", "C", "C", "N", "C", "C", "N", "H", "H", "H", "H", "H", "H", "H", "H", "H", "H", "H", "H", "H", "F", "C", "F", "F", "S", "O", "O", "N", "S", "O", "O", "C", "F", "F", "F", "N", "C", "C", "C", "C", "N", "H", "H", "H", "H", "H", "H", "H", "H", "H", "H", "H", "H"],
  "xyz": [[0.115, -0.472, 0.126], [1.032, 1.258, 1.703], [0.392, 1.260, 3.030], [0.122, -0.184, 3.447], [-0.590, -0.929, 2.398], [-2.054, -0.974, 2.532], [-2.715, 0.138, 1.722], [-2.242, 0.082, 0.327], [1.260, 2.206, 1.422], [1.923, 0.772, 1.784], [1.015, 1.732, 3.794], [-0.541, 1.823, 2.966], [1.084, -0.671, 3.614], [-0.432, -0.191, 4.390], [-0.234, -1.881, 2.392], [-2.407, -1.936, 2.154], [-2.362, -0.887, 3.578], [-3.801, 0.036, 1.797], [-2.442, 1.110, 2.136], [-2.649, -0.738, -0.116], [-2.572, 0.903, -0.177], [4.628, -1.609, -1.543], [4.236, -1.711, -0.288], [4.608, -2.865, 0.220], [4.733, -0.710, 0.432], [2.402, -1.500, -0.180], [2.180, -0.169, -0.703], [2.036, -1.606, 1.213], [1.702, -2.590, -1.059], [0.476, -3.306, -0.342], [0.775, -4.094, 0.800], [-0.647, -2.384, -0.205], [-0.089, -4.390, -1.733], [-1.212, -4.978, -1.369], [-0.328, -3.591, -2.784], [0.814, -5.288, -2.051], [-1.623, 3.369, -0.247], [-0.586, 3.933, -1.125], [0.223, 2.819, -1.789], [-0.566, 2.090, -2.882], [0.028, 0.727, -3.247], [-0.382, -0.322, -2.280], [-2.233, 4.105, 0.088], [-1.172, 2.953, 0.561], [0.087, 4.608, -0.583], [-1.083, 4.521, -1.899], [0.528, 2.098, -1.025], [1.128, 3.246, -2.224], [-0.588, 2.716, -3.774], [-1.599, 1.953, -2.548], [1.117, 0.787, -3.240], [-0.290, 0.450, -4.255], [0.148, -1.166, -2.485], [-1.351, -0.554, -2.475]],
  "nbo_charge": [1.71, -0.91, -0.23, -0.24, -0.71, -0.24, -0.23, -0.92, 0.39, 0.38, 0.20, 0.19, 0.22, 0.20, 0.40, 0.21, 0.20, 0.20, 0.19, 0.38, 0.41, -0.28, 0.77, -0.28, -0.29, 2.16, -0.98, -0.97, -1.20, 2.21, -0.87, -1.04, 0.76, -0.29, -0.31, -0.28, -0.86, -0.22, -0.39, -0.42, -0.22, -0.91, 0.37, 0.34, 0.18, 0.20, 0.17, 0.22, 0.22, 0.21, 0.20, 0.19, 0.38, 0.37],
  "largest_force_ev_per_a": 4.51,
  "spin_multiplicity": 1,
  "relative_energy_ev": 1.795,
  "energy_ev": -84317.738,
  "total_charge": 1,
  "homo_lumo_gap_ev": 10.3
}

=====

{
  "formula": "C10H25CaO6Sr",
  "method": "ωB97M-V/def2-TZVPD",
  "elements": ["Sr", "Ca", "O", "C", "O", "O", "H", "C", "C", "C", "O", "H", "H", "H", "H", "H", "H", "H", "H", "C", "C", "C", "O", "H", "H", "H", "H", "H", "H", "H", "H", "C", "C", "C", "O", "H", "H", "H", "H", "H", "H", "H", "H"],
  "xyz": [[-0.569, -2.245, -3.478], [0.068, -3.026, -0.381], [-1.069, 0.554, -0.795], [-0.859, -0.716, -1.054], [-1.178, -1.214, -2.186], [-0.204, -1.360, -0.206], [-0.837, 0.556, 0.136], [2.470, 0.087, -0.591], [1.573, 0.927, -1.594], [2.178, 2.351, -1.636], [1.795, 0.420, -2.920], [3.484, 0.186, -0.980], [2.264, -0.979, -0.492], [2.580, 0.549, 0.390], [0.495, 0.960, -1.435], [1.681, 2.912, -0.845], [2.029, 2.797, -2.619], [3.255, 2.495, -1.547], [1.319, -0.411, -2.980], [-2.465, 1.327, 1.266], [-3.232, 0.900, -0.034], [-4.746, 1.056, 0.081], [-2.735, 1.680, -1.051], [-1.377, 1.259, 1.273], [-2.760, 0.805, 2.176], [-2.715, 2.367, 1.478], [-2.987, -0.131, -0.290], [-5.139, 2.061, 0.238], [-5.073, 0.581, 1.006], [-5.381, 0.532, -0.632], [-1.874, 1.376, -1.349], [1.198, -0.371, 1.657], [1.622, -1.816, 1.234], [2.673, -2.375, 2.098], [0.430, -2.582, 1.341], [0.323, -0.004, 1.120], [1.924, 0.400, 1.402], [0.795, -0.266, 2.664], [1.993, -1.831, 0.209], [3.108, -3.351, 1.884], [2.316, -2.455, 3.124], [3.506, -1.673, 2.104], [0.118, -2.333, 2.214]],
  "lowdin_charge": [1.97, 1.64, 0.08, -0.61, -0.46, -0.29, 0.10, -0.02, -0.38, 0.00, -0.01, 0.12, 0.03, 0.07, 0.10, 0.10, 0.10, 0.10, 0.01, 0.01, -0.46, -0.01, 0.00, 0.05, 0.10, 0.12, 0.12, 0.11, 0.09, 0.09, -0.02, 0.01, -0.47, 0.01, -0.25, 0.06, 0.08, 0.14, 0.07, 0.11, 0.12, 0.13, 0.17],
  "largest_force_ev_per_a": 15.32,
  "spin_multiplicity": 1,
  "relative_energy_ev": 14.442,
  "energy_ev": -42294.376,
  "total_charge": 3,
  "homo_lumo_gap_ev": 4.7
}